The following is a quantum chemistry calculation of a cluster of 7 separate species, C16H42N7O12 in total in a non-equilibrium geometry, from the Open Molecules 2025 dataset.

```
77
Properties=species:S:1:pos:R:3:forces:R:3
N 27.77424 3.70131 -1.15940 -0.35 -0.17 0.45
H 26.86386 3.37905 -0.86368 -0.83 0.27 0.22
H 28.00625 4.59670 -0.75377 -0.14 0.92 0.35
H 27.76203 3.80403 -2.16409 0.35 -0.19 -0.63
H 28.39287 3.00441 -0.76988 0.94 -0.65 -0.28
C 29.75230 -1.68528 1.44151 1.53 1.95 1.47
O 30.00132 -0.43090 1.38482 -0.37 2.63 -1.18
O 30.45872 -2.26636 2.28535 2.06 -2.63 2.46
O 28.90032 -2.25786 0.79208 -3.34 -1.81 -2.88
C 26.55205 9.02610 -2.16942 -2.40 -1.08 2.57
O 25.42173 8.43337 -2.19898 -0.64 -1.46 -0.58
O 27.46040 8.74574 -1.35547 2.82 -3.28 2.58
O 26.74138 10.09563 -2.69020 0.25 5.51 -4.56
C 36.36242 12.94321 0.87258 -0.91 0.54 0.96
O 35.99562 12.30747 2.11220 0.71 1.37 -0.51
C 35.63555 10.96779 2.04405 0.18 -0.83 1.32
C 34.36465 10.61658 1.37089 -0.52 0.01 -1.56
N 33.20317 11.37419 1.75110 -0.89 0.49 0.83
C 32.36304 10.82938 2.85532 0.75 -0.46 -0.20
C 31.51781 11.94383 3.48563 0.63 0.99 -0.87
O 30.84697 12.71032 2.44993 -0.79 0.45 2.18
C 29.98098 13.74652 3.08491 0.60 -2.05 -1.54
H 36.93624 12.34548 0.16438 -0.30 -0.45 0.05
H 36.96597 13.82297 1.09586 0.16 -0.13 0.37
H 35.43127 13.35369 0.48197 0.09 -0.26 -0.80
H 35.44759 10.67818 3.07793 0.89 -0.14 0.36
H 36.44495 10.43150 1.54871 0.19 -0.54 0.30
H 34.15415 9.55296 1.48276 0.22 -0.11 -0.10
H 34.60259 10.81454 0.32575 -0.65 -0.27 -0.59
H 33.55516 12.24391 2.12499 -0.11 0.52 -0.20
H 33.04786 10.37956 3.57419 0.08 0.37 0.98
H 31.83800 9.91609 2.57541 -0.67 0.49 -0.73
H 32.19201 12.62659 4.00274 0.78 0.44 -0.21
H 30.91736 11.70746 4.36410 -0.85 -0.93 -0.53
H 30.57324 14.43105 3.69217 -0.05 0.11 -0.04
H 29.19899 13.23808 3.64890 0.13 0.02 0.42
H 29.45823 14.19907 2.24227 0.35 0.38 0.12
C 20.91254 -2.59718 10.14161 -1.41 -0.57 -1.14
O 20.97180 -3.16513 8.83460 0.71 -0.92 -0.18
C 22.08913 -2.71817 8.02278 -1.38 0.34 0.98
C 21.73803 -1.28997 7.59227 1.65 1.86 -0.87
N 22.62443 -0.33235 8.33816 -0.70 -1.42 -0.99
C 22.32863 1.07110 8.08869 -0.49 -0.15 1.64
C 22.33391 1.57491 6.66544 -0.97 -0.59 1.09
O 22.49574 2.96640 6.76177 1.02 -0.64 -0.16
C 23.44963 3.32307 5.80206 0.12 1.86 -0.13
H 20.28159 -3.28257 10.70752 0.60 -0.41 0.41
H 20.22446 -1.75308 10.09559 0.61 0.92 0.11
H 21.88924 -2.40553 10.58593 -0.09 0.04 0.10
H 22.32245 -3.44136 7.24134 -0.77 0.11 -0.23
H 22.95899 -2.80244 8.67420 0.35 0.76 -0.06
H 20.70161 -0.97071 7.70179 -0.54 -0.78 0.74
H 21.85582 -1.00175 6.54770 0.56 -0.84 -0.39
H 22.38941 -0.63814 9.27163 0.47 0.98 0.65
H 23.01318 1.63874 8.71897 0.36 0.17 -0.42
H 21.35579 1.37091 8.47829 -0.55 -0.11 0.27
H 21.32802 1.48977 6.25429 0.07 -0.88 -0.49
H 23.09012 1.02448 6.10573 0.06 0.37 -0.39
H 24.39774 2.78737 5.84923 -0.06 -0.28 0.23
H 23.64028 4.36823 6.04570 0.28 0.14 -0.56
H 23.02843 3.23123 4.80092 0.13 0.04 -0.21
C 26.58909 4.28379 -8.38931 0.65 -2.29 5.98
O 26.94709 4.60811 -7.24203 0.22 -0.86 -1.74
N 26.13046 5.10067 -9.23874 -1.52 5.04 -4.47
N 26.37172 3.02074 -8.83092 0.59 -1.66 -0.18
H 26.25244 6.09312 -9.09640 -0.03 -0.23 0.01
H 25.83938 4.77248 -10.14851 0.05 0.54 0.20
H 26.00126 2.97042 -9.76918 0.03 -0.87 0.53
H 26.38299 2.23611 -8.19504 0.04 0.27 -0.32
C 21.95526 -0.20549 0.01590 1.45 6.22 -2.03
O 22.67102 0.82560 -0.11177 -1.27 -2.41 0.69
N 22.27835 -1.34638 0.55662 0.80 -2.95 0.89
N 20.71814 -0.21114 -0.53173 -1.01 -0.01 -0.34
H 23.27279 -1.52253 0.56871 0.08 -0.07 0.26
H 21.74002 -2.01092 0.01933 0.58 -0.99 0.57
H 20.45608 0.63201 -1.02218 -0.28 -0.35 0.31
H 20.08743 -0.95355 -0.26503 -0.30 0.59 -0.33
```
Positions in Å, forces in eV/Å.

Summary:
Electronic energy: -52260.0330 eV
Total charge: -3
Gap between HOMO and LUMO: 1.1 eV
Energy relative to the best compared isomer or geometry (same formula, charge and spin): 113.6 kcal per mole

Here are the Löwdin charges for atoms 1 to 6, given in e: atom 1 (N): 0.261, atom 2 (H): 0.122, atom 3 (H): 0.120, atom 4 (H): 0.121, atom 5 (H): 0.123, atom 6 (C): -1.191